[1]
A single C6H8 molecule. Source: the OMol25 dataset; level of theory: wB97M-V/def2-TZVPD.

Cartesian coordinates (Å):
C: 1.225 -0.403 -0.107
C: 0.210 -0.268 1.027
C: -0.835 0.829 0.760
C: -0.701 1.992 -0.080
C: 0.054 -0.532 -1.119
C: -0.897 -0.552 0.075
H: 1.736 -1.364 -0.024
H: 1.979 0.374 -0.252
H: 0.341 -0.615 2.048
H: -1.609 0.875 1.520
H: -0.128 0.310 -1.782
H: 0.312 1.955 -0.536
H: 0.082 -1.418 -1.747
H: -1.770 -1.182 0.217

Cartesian forces (eV/Å) of the 6 atoms listed first:
C 0.2 0.0 0.0
C 0.2 -0.2 0.1
C -0.2 0.6 0.1
C 0.2 -0.2 0.6
C 0.0 0.0 -0.3
C -0.1 -0.2 -0.1

Results
**Maximum force**: 0.663 eV Å⁻¹
**Highest occupied orbital energy (alpha / beta)**: -0.305 / -0.305 Eh
**E**: -233.21442 Ha
**Energy relative to the best compared isomer or geometry (same formula, charge and spin)**: 4.696 eV


[2]
A molecular structure, C44H36CdF15GeN6O3S4Te in a non-equilibrium geometry. Source: the OMol25 dataset; level of theory: wB97M-V/def2-TZVPD.

Cartesian coordinates (Å):
Cd: -0.026 0.174 0.247
C: -1.404 2.772 -5.284
C: -1.672 1.210 -5.208
N: -0.632 0.566 -4.409
C: -0.647 0.605 -3.050
S: 0.748 -0.018 -2.246
N: -1.718 1.226 -2.546
N: -1.679 1.441 -1.230
C: -2.736 1.824 -0.600
C: -4.109 1.925 -1.274
C: -2.610 2.146 0.874
C: -3.385 3.234 1.280
C: -3.267 3.632 2.605
C: -2.326 3.005 3.429
C: -1.532 2.014 2.945
N: -1.689 1.604 1.667
H: -2.213 3.247 -5.964
H: -0.418 2.908 -5.718
H: -1.416 3.093 -4.252
H: -1.429 0.857 -6.187
H: -2.667 0.993 -4.728
H: 0.172 0.284 -4.807
H: -4.667 2.827 -0.954
H: -4.786 1.092 -0.919
H: -4.202 1.766 -2.329
H: -4.064 3.659 0.587
H: -3.971 4.326 3.054
H: -2.463 3.234 4.572
H: -0.775 1.514 3.596
C: -5.437 -2.379 -5.443
C: -4.962 -2.289 -3.990
C: -5.815 -2.480 -2.895
C: -5.414 -2.310 -1.596
C: -4.112 -1.833 -1.315
C: -3.189 -1.752 -2.373
C: -3.662 -1.916 -3.687
S: -3.497 -1.541 0.332
O: -4.009 -0.339 0.851
O: -3.864 -2.795 0.968
N: -1.885 -1.414 0.255
C: -1.128 -2.516 -0.074
C: -1.570 -3.819 -0.434
C: -0.712 -4.755 -0.921
C: 0.699 -4.488 -0.837
C: 1.043 -3.274 -0.324
N: 0.183 -2.320 0.041
H: -4.666 -2.113 -6.120
H: -6.362 -1.842 -5.579
H: -5.625 -3.476 -5.583
H: -6.806 -2.894 -3.165
H: -6.077 -2.617 -0.790
H: -2.132 -1.460 -2.168
H: -2.880 -1.909 -4.414
H: -2.647 -4.033 -0.485
H: -1.041 -5.711 -1.269
H: 1.419 -5.281 -1.151
H: 2.090 -2.841 -0.172
C: 2.836 -2.601 4.567
S: 2.323 -3.049 2.871
C: 2.673 -4.874 2.918
O: -0.723 -4.372 5.012
H: 2.229 -3.026 5.342
H: 2.854 -1.543 4.559
H: 3.836 -2.950 4.652
H: 3.676 -5.103 3.096
H: 2.577 -5.258 1.906
H: 1.977 -5.376 3.610
F: 5.098 4.155 0.755
C: 3.902 4.399 0.189
C: 2.964 3.385 0.257
C: 1.657 3.753 -0.188
F: 0.595 2.906 0.052
C: 1.338 5.040 -0.648
F: 0.066 5.347 -0.926
C: 2.305 5.976 -0.660
F: 1.977 7.241 -0.906
C: 3.632 5.690 -0.269
F: 4.541 6.713 -0.215
Ge: 3.336 1.501 0.809
S: 1.791 0.449 1.948
C: 4.632 1.733 2.249
C: 5.841 1.076 2.387
F: 6.329 0.348 1.395
C: 6.754 1.352 3.427
F: 7.982 0.892 3.448
C: 6.324 2.267 4.374
F: 7.162 2.582 5.358
C: 5.118 2.881 4.335
F: 4.781 3.786 5.237
C: 4.295 2.657 3.247
F: 3.223 3.409 3.088
C: 3.783 0.765 -0.930
C: 3.954 -0.613 -0.966
F: 4.100 -1.260 0.211
C: 4.235 -1.289 -2.165
F: 4.670 -2.541 -2.193
C: 4.129 -0.589 -3.355
F: 4.216 -1.298 -4.512
C: 3.860 0.755 -3.327
F: 3.818 1.430 -4.468
C: 3.790 1.416 -2.142
F: 3.668 2.751 -2.213
C: -1.037 -1.418 4.069
Te: -1.486 -3.446 3.702
C: -3.576 -3.341 4.445
H: -1.230 -1.218 5.040
H: -1.642 -0.912 3.358
H: 0.005 -1.231 3.745
H: -4.177 -3.357 3.538
H: -3.699 -2.506 5.087
H: -3.645 -4.249 4.985

Cartesian forces (eV/Å) of the 6 atoms listed first:
Cd -0.5 -0.1 -0.2
C -1.7 -1.2 -0.8
C 0.8 1.4 0.9
N -3.5 0.9 2.0
C -0.6 1.4 0.3
S -0.2 -0.1 0.0

Results
**Maximum force**: 4.175 eV Å⁻¹
**Highest occupied orbital energy**: -0.200 Eh
**E**: -7855.90904 Ha
**Net charge**: -1
**Energy relative to the best compared isomer or geometry (same formula, charge and spin)**: 2.718 eV


[3]
11 unconnected molecules or ions with the total composition C51H56O27 in a non-equilibrium geometry. Source: the OMol25 dataset; level of theory: wB97M-V/def2-TZVPD.

Cartesian coordinates (Å):
O: -1.406 2.837 -0.595
C: -2.167 3.674 -1.374
C: -1.694 4.969 -1.467
C: -2.359 5.770 -2.339
C: -3.518 5.305 -3.003
O: -4.065 6.226 -3.799
C: -3.960 3.994 -2.954
C: -3.301 3.164 -2.001
H: -0.518 2.868 -0.959
H: -0.747 5.277 -1.049
H: -2.089 6.809 -2.455
H: -3.681 7.103 -3.728
H: -4.805 3.678 -3.549
H: -3.727 2.178 -1.884
O: 3.643 1.766 -4.315
C: 2.367 1.879 -4.795
C: 2.041 3.042 -5.465
C: 0.743 3.405 -5.698
C: -0.249 2.464 -5.352
O: -1.455 2.513 -5.976
C: 0.047 1.236 -4.693
C: 1.414 0.908 -4.421
H: 4.248 2.507 -4.399
H: 2.843 3.728 -5.691
H: 0.446 4.385 -6.040
H: -1.262 2.822 -6.864
H: -0.797 0.630 -4.397
H: 1.580 0.028 -3.816
O: 5.276 2.683 1.949
C: 4.273 2.804 0.984
C: 4.615 3.119 -0.318
C: 3.598 3.308 -1.268
C: 2.300 3.205 -0.778
O: 1.201 3.491 -1.548
C: 1.971 2.893 0.498
C: 2.888 2.658 1.374
H: 4.820 2.525 2.779
H: 5.682 3.080 -0.480
H: 3.705 3.344 -2.342
H: 1.407 3.702 -2.461
H: 0.954 2.919 0.859
H: 2.608 2.529 2.409
O: 2.597 -2.052 -1.246
C: 1.734 -1.743 -0.241
C: 1.700 -2.554 0.894
C: 0.873 -2.076 1.878
C: -0.060 -1.054 1.673
O: -1.197 -1.026 2.487
C: 0.036 -0.269 0.554
C: 0.995 -0.519 -0.391
H: 2.559 -1.373 -1.924
H: 2.523 -3.188 1.186
H: 0.835 -2.646 2.795
H: -1.305 -1.896 2.877
H: -0.657 0.527 0.325
H: 1.058 0.145 -1.241
O: -3.910 -2.110 2.914
C: -4.229 -2.126 1.621
C: -3.312 -2.314 0.658
C: -3.636 -2.252 -0.689
C: -4.901 -2.153 -1.103
O: -5.267 -2.302 -2.460
C: -5.944 -2.070 -0.184
C: -5.542 -1.894 1.194
H: -3.133 -1.612 3.179
H: -2.282 -2.590 0.828
H: -2.869 -2.524 -1.400
H: -5.548 -1.506 -2.917
H: -6.943 -2.084 -0.594
H: -6.181 -1.654 2.031
O: -7.388 3.186 1.941
C: -6.002 3.163 2.022
C: -5.470 4.192 2.838
C: -4.108 4.414 2.830
C: -3.312 3.670 1.984
O: -1.965 3.463 2.104
C: -3.837 2.700 1.150
C: -5.174 2.361 1.160
H: -7.641 3.935 2.484
H: -6.245 4.779 3.309
H: -3.733 5.020 3.642
H: -1.483 3.511 1.275
H: -3.164 2.056 0.604
H: -5.574 1.519 0.615
O: -0.603 2.408 6.562
C: -1.564 1.976 5.952
O: -1.449 1.255 4.785
C: -2.738 1.110 4.257
C: -3.671 1.995 5.062
O: -2.845 2.339 6.181
H: -2.921 1.140 3.183
H: -3.013 0.106 4.582
H: -4.516 1.444 5.474
H: -3.921 2.918 4.538
O: 7.148 -7.486 -0.099
C: 6.084 -6.837 -0.293
O: 6.032 -5.748 -1.001
C: 4.723 -5.279 -1.029
C: 3.845 -6.265 -0.258
O: 4.827 -7.164 0.160
H: 4.685 -4.308 -0.536
H: 4.546 -5.237 -2.103
H: 3.050 -6.676 -0.880
H: 3.350 -5.797 0.593
O: -0.441 -5.210 2.398
C: -0.574 -5.015 1.172
O: -1.692 -5.284 0.532
C: -1.592 -5.211 -0.820
C: -0.147 -4.830 -1.111
O: 0.395 -4.850 0.202
H: -1.774 -6.196 -1.250
H: -2.239 -4.388 -1.121
H: -0.125 -3.807 -1.488
H: 0.185 -5.526 -1.881
O: 3.120 -1.059 4.129
C: 2.485 -1.685 4.989
O: 1.954 -1.107 6.016
C: 1.242 -2.027 6.687
C: 1.900 -3.335 6.251
O: 2.580 -2.951 5.195
H: 1.307 -1.895 7.767
H: 0.171 -1.858 6.571
H: 1.003 -3.948 6.171
H: 2.566 -3.657 7.051
O: 6.949 -3.994 -5.715
C: 6.758 -3.079 -4.960
O: 7.330 -1.905 -4.936
C: 6.548 -0.889 -4.381
C: 5.717 -1.795 -3.393
O: 5.720 -3.053 -4.077
H: 7.086 -0.210 -3.720
H: 5.882 -0.375 -5.073
H: 4.714 -1.430 -3.175
H: 6.153 -1.797 -2.394

Cartesian forces (eV/Å) of the 6 atoms listed first:
O -0.1 -1.0 0.7
C -0.1 -1.1 0.4
C -0.1 -0.1 -1.1
C -1.2 0.0 0.2
C 1.9 0.8 0.2
O -2.0 0.3 -1.6

Results
**Maximum force**: 7.344 eV Å⁻¹
**Highest occupied orbital energy**: -0.302 Eh
**E**: -4008.24726 Ha
**SMILES**: Oc1ccc(O)cc1.Oc1ccc(O)cc1.Oc1ccc(O)cc1.Oc1ccc(O)cc1.Oc1ccc(O)cc1.Oc1ccc(O)cc1.O=C1OCCO1.O=C1OCCO1.O=C1OCCO1.O=C1OCCO1.O=C1OCCO1
**Energy relative to the best compared isomer or geometry (same formula, charge and spin)**: 7.550 eV


[4]
2 unconnected molecules or ions with the total composition C17H21F3NO5S2 in a non-equilibrium geometry. Source: the OMol25 dataset; level of theory: wB97M-V/def2-TZVPD.

Cartesian coordinates (Å):
C: 4.036 -0.370 5.706
C: 3.301 0.520 4.727
O: 1.946 0.020 4.671
C: 1.106 0.695 3.851
C: -0.271 0.179 4.022
C: -1.407 1.003 3.687
O: -1.450 1.680 2.658
C: -2.668 0.904 4.595
C: -2.749 -0.341 5.462
C: -1.903 -1.485 4.910
C: -0.427 -1.060 4.818
O: 1.484 1.587 3.117
H: 5.045 0.002 5.860
H: 3.508 -0.406 6.665
H: 4.097 -1.387 5.303
H: 3.309 1.564 5.061
H: 3.739 0.472 3.722
H: -2.650 1.797 5.237
H: -3.569 0.988 3.965
H: -2.371 -0.087 6.461
H: -3.792 -0.666 5.570
H: -2.000 -2.379 5.539
H: -2.251 -1.774 3.909
H: 0.126 -1.877 4.319
H: 0.038 -0.924 5.819
C: -0.461 -0.603 -2.035
N: -1.454 0.110 -1.252
S: -0.791 1.120 0.023
C: -0.359 2.502 -1.113
F: -1.388 2.945 -1.855
F: 0.120 3.548 -0.393
F: 0.651 2.151 -1.981
S: -2.939 -0.708 -0.983
C: -2.397 -1.775 0.349
C: -2.283 -3.160 0.223
C: -1.310 -3.829 0.980
C: -0.393 -3.082 1.738
C: -0.557 -1.703 1.845
C: -1.746 -1.146 1.399
O: -3.964 0.216 -0.576
O: -3.114 -1.609 -2.084
H: 0.367 0.075 -2.199
H: -0.133 -1.497 -1.482
H: -0.906 -0.862 -2.987
H: -2.932 -3.690 -0.469
H: -1.199 -4.908 0.926
H: 0.466 -3.564 2.212
H: 0.238 -1.055 2.223
H: -2.195 -0.242 1.804

Cartesian forces (eV/Å) of the 6 atoms listed first:
C -0.2 -0.2 -0.2
C -0.5 -0.3 -0.1
O 1.6 0.0 0.5
C -3.0 -0.4 -0.7
C 0.7 1.8 0.4
C 0.8 -1.7 0.0

Results
**Maximum force**: 3.143 eV Å⁻¹
**Highest occupied orbital energy**: -0.124 Eh
**E**: -2187.29908 Ha
**Net charge**: -1
**Energy relative to the best compared isomer or geometry (same formula, charge and spin)**: 0.245 eV